54
Properties=species:S:1:pos:R:3:forces:R:3 method="wB97M-V/def2-TZVPD" gap_ha=0.2674 smiles="CC(C)(C)c1ccc(OCc2ccc(C(=O)N/N=C/c3ccc([N+](=O)[O-])cc3)o2)cc1" homo_energy_ev=-8.359
C -2.3288 -1.4921 3.4023 -0.1 -0.1 0.0
C -3.2370 -2.5555 2.7677 0.0 0.0 0.2
C -4.6260 -2.5265 3.4189 0.2 0.0 -0.1
C -2.6140 -3.9289 3.0296 -0.1 0.2 -0.1
C -3.3492 -2.2389 1.2858 0.0 -0.1 0.0
C -3.9418 -1.0465 0.8775 0.0 -0.1 0.0
C -3.9721 -0.6703 -0.4497 0.1 0.0 -0.3
C -3.4064 -1.4883 -1.4193 -0.1 -0.1 0.3
O -3.4143 -1.0337 -2.7273 -0.4 -0.1 0.2
C -2.1851 -1.1501 -3.4226 0.4 -0.1 0.2
C -1.1004 -0.4360 -2.6785 -0.1 0.8 -0.6
C -0.5695 0.8204 -2.8258 -0.4 -0.7 -0.1
C 0.3180 1.0005 -1.7502 0.0 -0.5 0.5
C 0.2645 -0.1593 -1.0093 0.1 0.9 -0.5
C 0.8470 -0.5580 0.2697 0.0 -0.1 0.1
O 0.4189 -1.4485 0.9728 0.0 0.0 -0.1
N 1.9440 0.1652 0.7021 0.2 -0.4 1.1
N 2.6011 1.0584 -0.0235 0.5 0.6 -0.5
C 3.6287 1.6429 0.4565 -0.5 -0.7 0.6
C 4.3668 2.6095 -0.3243 0.4 0.6 -0.5
C 5.4200 3.3184 0.2636 -0.4 -0.3 -0.2
C 6.1319 4.2468 -0.4646 0.2 0.3 -0.4
C 5.7942 4.4721 -1.7949 -0.7 -0.9 0.8
N 6.5350 5.4413 -2.5585 0.3 0.4 -0.3
O 6.2102 5.6150 -3.7144 0.0 0.1 -0.2
O 7.4392 6.0265 -2.0001 0.2 0.1 0.1
C 4.7535 3.7722 -2.4000 0.2 0.3 -0.1
C 4.0470 2.8460 -1.6674 0.1 0.0 0.3
O -0.6012 -1.0218 -1.5840 0.2 -0.4 0.3
C -2.8595 -2.7035 -1.0365 -0.2 0.1 -0.3
C -2.8332 -3.0659 0.2977 -0.1 0.1 0.0
H -2.7679 -0.5010 3.3215 0.0 0.1 0.0
H -1.3669 -1.4840 2.8937 0.1 0.0 0.0
H -2.1683 -1.7121 4.4559 0.0 0.0 0.2
H -5.2773 -3.2595 2.9471 -0.1 -0.1 0.0
H -4.5473 -2.7656 4.4775 0.0 0.0 0.1
H -5.0909 -1.5490 3.3274 -0.1 0.1 0.0
H -3.2066 -4.7210 2.5774 0.0 -0.1 -0.1
H -2.5726 -4.1097 4.1021 0.0 0.0 0.1
H -1.5994 -3.9706 2.6421 0.1 -0.1 -0.1
H -4.3689 -0.3750 1.6072 0.0 0.1 0.1
H -4.4151 0.2667 -0.7517 0.0 0.1 0.0
H -1.9097 -2.2017 -3.5736 -0.1 0.1 -0.1
H -2.3536 -0.6763 -4.3913 0.1 -0.1 0.1
H -0.7918 1.5206 -3.6044 -0.1 0.1 -0.2
H 0.9009 1.8696 -1.5292 0.1 0.1 0.0
H 2.2898 -0.0962 1.6316 -0.2 0.0 -0.3
H 3.9870 1.4389 1.4718 -0.1 0.0 0.0
H 5.6738 3.1380 1.2974 0.0 0.0 0.1
H 6.9462 4.8037 -0.0268 0.0 0.0 0.0
H 4.5222 3.9686 -3.4358 0.0 0.0 0.0
H 3.2450 2.2817 -2.1145 -0.1 0.0 -0.1
H -2.4308 -3.3690 -1.7706 0.1 0.0 -0.1
H -2.3790 -4.0085 0.5521 0.1 -0.1 0.1

54
Properties=species:S:1:pos:R:3:forces:R:3 method="wB97M-V/def2-TZVPD" charge=+1 gap_ha=0.1847 homo_energy_ev=-9.859
Pd -0.2628 -5.3857 0.0580 -0.1 -0.2 0.0
C -0.0564 9.9514 -0.1367 0.0 0.0 0.0
O -1.0877 8.9766 -0.1041 0.0 0.0 0.0
C -0.7303 7.6766 -0.0876 0.0 0.0 0.0
C -1.7820 6.7561 -0.0616 0.0 0.0 0.0
C -1.5211 5.4069 -0.0428 0.0 0.0 0.0
C -0.2044 4.9343 -0.0496 0.0 0.0 0.0
C 0.8329 5.8565 -0.0756 0.0 0.0 0.0
C 0.5848 7.2215 -0.0947 0.0 0.0 0.0
C 0.0282 3.4908 -0.0304 0.0 0.0 0.0
N -0.9115 2.5738 -0.0213 0.0 0.0 0.0
C -0.2389 1.3801 -0.0044 0.0 -0.1 0.0
C 1.1082 1.5649 -0.0030 0.0 0.1 0.0
N 1.2804 2.9267 -0.0198 0.0 0.0 0.0
C 2.0312 0.4898 0.0126 -0.2 -0.1 0.0
C 3.4073 0.7607 0.0124 0.0 0.0 0.0
C 4.3125 -0.2579 0.0272 0.1 0.0 0.0
C 3.7982 -1.5549 0.0424 -0.2 0.0 0.0
N 2.5161 -1.8241 0.0428 -1.3 -0.8 0.0
C 1.5647 -0.8647 0.0279 0.1 0.3 0.0
C 0.0605 -1.0781 0.0266 -0.9 1.1 0.0
N -0.6555 -2.3010 0.0387 3.2 2.1 0.0
C -1.9641 -2.3917 0.0369 -0.6 -0.6 0.0
C -2.7794 -1.2709 0.0215 0.0 0.1 0.0
C -2.1835 -0.0512 0.0080 -0.2 0.3 0.0
C -0.7843 0.0668 0.0103 0.2 -0.5 0.0
H -0.5559 10.9149 -0.1502 0.0 0.0 0.0
H 0.5551 9.8472 -1.0356 0.0 0.0 0.0
H 0.5770 9.8838 0.7506 0.0 0.0 0.0
H -2.7958 7.1325 -0.0565 0.0 0.0 0.0
H -2.3320 4.6923 -0.0228 0.0 0.0 0.0
H 1.8679 5.5350 -0.0832 0.0 0.0 0.0
H 1.4148 7.9114 -0.1149 0.0 0.0 0.0
H 2.1484 3.4307 -0.0219 0.0 0.0 0.0
H 3.7459 1.7889 0.0004 0.0 0.0 0.0
H 5.3792 -0.0833 0.0274 0.0 0.0 0.0
H 4.4616 -2.4122 0.0550 0.0 0.0 0.0
H -2.3701 -3.3945 0.0484 0.2 -0.1 0.0
H -3.8518 -1.3932 0.0204 0.0 0.0 0.0
H -2.7612 0.8633 -0.0046 0.0 0.0 0.0
O 0.1884 -3.2799 0.0514 -0.3 -1.4 0.0
C -1.6147 -7.8282 -1.5814 0.0 0.1 0.0
Si -0.8028 -7.5410 0.0664 0.0 -0.5 0.0
C 0.8258 -8.4158 0.2724 0.0 0.1 0.0
C -1.9519 -7.7251 1.5167 0.0 0.2 0.0
H -1.9045 -8.8831 -1.6365 0.0 0.0 0.0
H -0.9431 -7.6261 -2.4165 0.0 0.0 0.0
H -2.5188 -7.2318 -1.7103 0.0 0.0 0.0
H 0.6294 -9.4934 0.2861 0.0 0.0 0.0
H 1.3209 -8.1594 1.2097 0.0 0.0 0.0
H 1.5123 -8.2170 -0.5513 0.0 0.0 0.0
H -2.2545 -8.7761 1.5763 0.0 0.0 0.0
H -2.8583 -7.1281 1.4089 0.0 0.0 0.0
H -1.4740 -7.4648 2.4618 0.0 0.0 0.0

61
Properties=species:S:1:pos:R:3:forces:R:3 method="wB97M-V/def2-TZVPD" charge=-1 gap_ha=0.2256 homo_energy_ev=-4.093
Ti -0.3878 1.1275 -1.0518 -0.2 0.0 -2.0
C -1.9086 5.0975 -2.4395 0.0 -0.1 -0.2
O -3.0299 4.8369 -1.6028 0.0 0.1 0.1
C -2.7589 4.4524 -0.3259 0.2 0.0 -0.1
C -3.4861 5.0644 0.6731 0.0 -0.1 0.0
C -3.2773 4.7606 2.0174 0.0 0.1 0.1
C -2.2993 3.8631 2.3615 0.1 -0.1 0.1
C -1.5538 3.2127 1.3701 -0.2 0.1 -0.3
C -0.4621 2.3652 1.7318 0.2 0.1 0.0
N 0.1983 1.6872 0.8634 -0.1 -0.2 0.2
N 1.3757 1.1192 1.2680 0.5 -0.3 0.3
C 1.9968 0.6687 0.2139 -0.2 0.3 0.8
O 1.5157 0.8208 -0.9771 0.8 0.0 0.2
C 3.2874 -0.0242 0.4125 0.1 0.0 -0.2
C 4.0583 -0.3678 -0.6929 -0.1 0.0 0.0
C 5.2418 -1.0689 -0.5177 0.1 0.0 0.0
C 5.6575 -1.4286 0.7558 0.0 0.0 0.0
C 4.8921 -1.0778 1.8615 0.0 0.0 0.0
C 3.7106 -0.3772 1.6932 0.0 0.1 -0.1
C -1.8005 3.4563 -0.0023 -0.1 0.1 0.3
O -1.1454 2.7894 -0.9300 -0.7 1.8 0.6
H -2.2113 5.8905 -3.1245 0.0 0.0 0.0
H -1.6223 4.2151 -3.0115 0.0 0.0 0.1
H -1.0483 5.4263 -1.8523 0.0 0.0 0.0
H -4.2309 5.7923 0.3774 0.0 0.0 0.0
H -3.8603 5.2563 2.7828 0.0 0.0 0.0
H -2.0993 3.6249 3.3999 0.0 0.0 0.0
H -0.1070 2.3623 2.7599 0.1 0.0 0.0
H 3.7070 -0.0984 -1.6812 0.0 0.0 0.0
H 5.8417 -1.3358 -1.3788 0.0 0.0 0.0
H 6.5725 -1.9935 0.8870 0.0 0.0 0.0
H 5.2156 -1.3598 2.8559 0.0 0.0 0.0
H 3.0870 -0.1032 2.5327 0.0 0.0 0.0
Se 0.3432 2.2016 -3.3429 0.1 -0.1 0.1
Se -1.4028 0.7416 -3.6140 -0.3 -0.3 -0.2
Te -3.5581 1.5727 -2.5838 -0.3 0.0 0.0
Se -3.0430 0.5538 -0.3537 0.2 0.0 -0.2
C 1.9341 -3.3513 0.6147 -0.1 0.0 0.1
C 0.5517 -3.4902 1.2499 0.2 0.0 -0.1
C -0.6057 -3.1086 0.2998 -0.3 -0.1 0.3
C -1.9395 -3.5477 0.9350 -0.1 0.0 -0.1
C -3.1504 -3.3314 0.0305 0.1 0.0 0.1
C -0.4022 -3.8753 -0.9841 0.2 0.1 -0.1
O -0.4954 -5.0854 -1.0585 -0.1 0.0 0.0
N -0.0088 -3.1238 -2.0507 -0.3 0.0 0.1
C 0.1312 -1.7263 -2.1050 0.6 0.0 0.0
O 0.6922 -1.2679 -3.0828 -0.3 0.0 0.0
N -0.3368 -0.9852 -1.0591 0.0 -1.0 0.3
C -0.6092 -1.5834 0.1382 0.0 -0.1 -0.2
O -0.8382 -0.8916 1.1196 -0.1 -0.2 0.1
H 2.7157 -3.5045 1.3592 0.0 0.0 0.0
H 2.0727 -2.3571 0.1908 0.1 0.0 0.0
H 2.0723 -4.0853 -0.1812 0.0 0.0 0.0
H 0.4691 -2.8488 2.1287 0.0 0.0 0.0
H 0.4021 -4.5254 1.5630 -0.1 0.0 0.0
H -2.0619 -2.9830 1.8599 0.1 0.0 0.0
H -1.8464 -4.6070 1.1817 0.0 0.0 0.0
H -3.3298 -2.2697 -0.1398 0.0 0.0 -0.1
H -4.0441 -3.7518 0.4955 0.0 0.0 0.0
H -3.0121 -3.8217 -0.9353 0.0 0.0 0.0
H 0.2314 -3.6015 -2.9048 0.1 0.0 0.0

61
Properties=species:S:1:pos:R:3:forces:R:3 method="wB97M-V/def2-TZVPD" multiplicity=4 gap_ha="0.3034 / 0.2980" homo_energy_ev="-8.369 / -9.259"
Re -1.0499 -0.8447 0.9834 0.1 -0.2 -0.1
N -2.9966 -0.2509 0.2103 0.0 0.0 0.1
C -3.9617 -0.3757 1.3452 0.0 0.0 0.0
C -3.6802 -1.6899 2.0538 -0.1 0.0 0.1
O -4.5759 -2.4103 2.4520 0.0 0.0 0.0
N -2.3459 -1.9371 2.1314 0.0 0.1 -0.1
C -1.9272 -3.3270 2.1859 0.0 0.0 0.0
C -1.3479 -3.6840 0.8133 0.0 -0.1 0.0
O -1.1441 -4.8031 0.4375 0.0 0.0 0.0
O -1.0916 -2.6005 0.0594 -0.1 0.1 0.1
H -3.0381 0.7159 -0.1137 0.0 0.0 0.0
H -3.2746 -0.8747 -0.5432 0.0 0.0 0.0
H -4.9922 -0.3520 0.9991 0.0 0.0 0.0
H -3.7868 0.4730 2.0046 0.0 0.0 0.0
H -2.7664 -3.9823 2.4125 0.0 0.0 0.0
H -1.1433 -3.4835 2.9305 0.0 0.0 0.0
O -0.7834 3.5522 1.8393 0.0 0.0 0.0
S -1.3642 2.4890 1.0824 0.1 -0.1 0.0
O -2.8095 2.4162 1.0289 0.0 0.0 0.0
O -0.7828 1.1642 1.5261 -0.1 0.2 0.1
C -0.8816 2.7013 -0.6280 -0.1 0.0 0.1
C -1.2810 3.9260 -1.1527 0.0 0.0 -0.1
C -1.0529 4.2204 -2.4857 0.0 -0.1 0.0
C -0.4315 3.2832 -3.3005 0.0 0.0 0.1
C -0.0246 2.0683 -2.7747 0.0 0.0 0.0
C -0.2357 1.7569 -1.4309 0.0 0.0 0.1
P 0.4522 0.2038 -0.7610 0.1 -0.1 -0.1
C 0.8686 -0.8074 -2.2015 0.0 0.0 0.0
C 2.1112 -0.7113 -2.8259 0.0 0.0 0.0
C 2.3831 -1.4776 -3.9484 0.0 0.0 0.0
C 1.4191 -2.3394 -4.4523 0.0 0.0 0.0
C 0.1828 -2.4426 -3.8310 0.0 0.0 0.0
C -0.0902 -1.6827 -2.7050 0.0 0.0 0.0
C 2.0365 0.7100 -0.0413 0.0 0.0 0.0
C 2.8997 -0.2943 0.3978 0.0 0.0 0.0
C 4.1040 0.0419 0.9915 0.0 0.0 0.0
C 4.4527 1.3766 1.1485 0.0 0.0 0.0
C 3.5957 2.3765 0.7151 0.0 0.0 0.0
C 2.3870 2.0470 0.1190 0.0 0.0 0.0
H -1.7679 4.6433 -0.5055 0.0 0.0 0.0
H -1.3633 5.1760 -2.8864 0.0 0.0 0.0
H -0.2562 3.4984 -4.3461 0.0 0.0 0.0
H 0.4682 1.3510 -3.4166 0.0 0.0 0.0
H 2.8675 -0.0455 -2.4294 0.0 0.0 0.0
H 3.3512 -1.4050 -4.4260 0.0 0.0 0.0
H 1.6368 -2.9426 -5.3239 0.0 0.0 0.0
H -0.5607 -3.1310 -4.2093 0.0 0.0 0.0
H -1.0375 -1.8011 -2.1967 0.0 0.0 0.0
H 2.6213 -1.3364 0.3074 0.0 0.0 0.0
H 4.7520 -0.7425 1.3567 0.0 0.0 0.0
H 5.3911 1.6364 1.6209 0.0 0.0 0.0
H 3.8608 3.4175 0.8443 0.0 0.0 0.0
H 1.7243 2.8369 -0.2088 0.0 0.0 0.0
N -0.5273 -0.2337 3.9391 0.0 0.0 0.0
N 0.8104 -0.6149 3.9289 0.0 0.0 0.0
C 1.3275 -1.3980 2.9230 0.0 0.0 0.0
O 2.4115 -1.9245 3.0398 0.0 0.0 0.0
O 0.5915 -1.5206 1.8275 0.0 -0.1 0.1
H -0.6103 0.7670 4.0575 0.0 0.0 0.0
H -1.0584 -0.7315 4.6420 0.0 0.0 0.0
H 1.3344 -0.6507 4.7896 0.0 0.0 0.0

Values of energy relative to the best compared isomer or geometry (same formula, charge and spin), in order: 171.3; 109.3; 22.2; 0.6, all in kcal/mol.